DFT (ωB97M-V/def2-TZVPD) results for a single C19H11Cl4N3O molecule in a non-equilibrium geometry.

XYZ file:
```
38
Properties=species:S:1:pos:R:3:forces:R:3
O 5.44751 -3.01000 -0.81034 -0.816 0.344 -0.207
C 4.61105 -2.13009 -0.69970 1.186 -0.959 0.564
C 3.30774 -2.38831 -0.08576 -2.597 1.934 0.210
C 2.35016 -1.39399 -0.04419 2.112 -1.359 -0.823
C 2.63342 -0.02548 -0.67911 -0.506 -0.305 0.645
C 1.99507 1.10563 0.14235 0.525 1.443 -0.039
N 2.68712 1.94687 0.91103 -1.312 -0.628 -0.652
C 1.72083 2.86700 1.39671 0.956 -1.105 -0.083
C 1.86316 3.92124 2.28205 -0.639 1.402 0.554
C 0.71086 4.69134 2.61442 0.703 -1.058 -0.274
Cl 0.78394 6.01763 3.75374 0.262 -0.526 -0.533
C -0.55037 4.29492 2.09361 0.175 0.854 1.058
Cl -1.99534 5.17338 2.54785 0.394 -0.288 -0.193
C -0.67624 3.18765 1.30788 -0.776 -0.616 -1.072
C 0.47245 2.52231 0.92473 -0.488 -0.292 -0.628
N 0.64358 1.44899 0.05808 0.492 -0.727 -0.103
C -0.39160 0.82637 -0.76640 0.462 -0.015 -0.718
C -1.24263 -0.17419 -0.05305 -0.951 -0.845 1.000
C -0.93426 -0.62307 1.24221 -1.256 -0.498 -0.347
C -1.81639 -1.46947 1.94320 -0.103 0.471 -0.448
C -3.01638 -1.85347 1.35288 -0.338 -0.127 0.065
Cl -4.20266 -2.77009 2.29526 0.794 0.473 -0.610
C -3.29608 -1.46650 0.03081 -0.187 0.104 -0.549
Cl -4.76200 -1.99648 -0.77991 0.578 0.191 0.399
C -2.42713 -0.63226 -0.68140 0.884 -0.016 0.662
C 4.12170 0.18411 -0.86151 1.624 -3.636 -0.975
N 4.99618 -0.81996 -1.00698 -2.159 3.924 0.445
H 3.10842 -3.37591 0.32290 0.132 0.191 -0.122
H 1.35400 -1.56826 0.33119 -0.046 -0.097 0.160
H 2.18258 -0.07604 -1.71951 0.407 0.339 0.965
H 2.85560 4.15520 2.66866 -0.400 0.102 0.044
H -1.64632 2.83975 0.94032 0.237 0.333 0.250
H 0.05376 0.31626 -1.65936 -0.018 0.614 0.729
H -1.05137 1.60894 -1.17177 0.344 -0.050 0.145
H -0.04904 -0.31427 1.75306 0.463 0.318 0.128
H -1.61450 -1.76087 2.97370 0.015 0.036 -0.333
H -2.59226 -0.33495 -1.72817 -0.339 -0.246 0.645
H 4.47417 1.18479 -1.03074 0.186 0.316 0.043
```
Positions in Å, forces in eV/Å.

## Properties
* E_LUMO: -0.0234 Eh
* SMILES string: O=C1C=C[C@@H](c2nc3cc(Cl)c(Cl)cc3n2Cc2ccc(Cl)c(Cl)c2)C=N1
* orbital gap: 8.57 eV
* charge: 0

Which charges does Löwdin predict for the atoms? In e, they are: O 0.09; C -0.49; C 0.02; C 0.01; C -0.19; C -0.22; N 0.18; C -0.22; C -0.01; C -0.64; Cl 0.64; C -0.67; Cl 0.65; C -0.05; C -0.18; N 0.02; C -0.09; C -0.21; C -0.03; C -0.08; C -0.64; Cl 0.64; C -0.65; Cl 0.65; C -0.05; C -0.02; N 0.15; H 0.12; H 0.09; H 0.17; H 0.12; H 0.12; H 0.14; H 0.14; H 0.11; H 0.11; H 0.13; H 0.11